No. 1
Formula: C4H7NO2
Source: the OMol25 dataset
Level of theory: wB97M-V/def2-TZVPD

Each line ends with the Mulliken charge.
Cartesian coordinates (Å):
C 1.27299 0.88211 -0.63164  -0.32
C 1.53637 -0.75721 0.44304  -0.36
C 0.41346 -0.28593 -0.53000  0.06
C -1.38309 -0.01510 0.54851  0.00
N 2.02502 0.65927 0.41542  -0.53
O -2.21054 -0.91329 -0.13369  -0.53
O -1.89483 1.19843 0.23806  -0.50
H 1.23954 1.72256 -1.34033  0.36
H 1.53040 -1.16438 1.45998  0.26
H 2.40978 -1.35061 -0.06402  0.19
H 0.13493 -1.02796 -1.34642  0.28
H -1.24641 -0.20160 1.51467  0.42
H -2.48993 -0.63917 -1.02323  0.34
H -1.33768 1.89289 0.44965  0.32

Cartesian forces (eV/Å) of the 6 atoms listed first:
-0.076 0.560 0.868
2.401 -0.068 -0.240
-2.313 -2.584 1.355
0.574 -0.258 -8.847
0.161 0.551 -1.547
0.329 -0.839 1.621

Results
HOMO = -8.8 eV
DFT total energy = -9841.9957 eV
multiplicity = 1
energy above the lowest of the compared OMol25 structures with the same formula, charge and spin = 5.284 eV
HOMO-LUMO gap = 9.5 eV
LUMO = 0.68 eV
strongest force on any atom = 0.172 hartree/bohr
M = 101.1 g/mol



No. 2
Formula: C40H72N3O4P3S2
Source: the OMol25 dataset
Level of theory: wB97M-V/def2-TZVPD

Each line ends with the Mulliken charge.
Cartesian coordinates (Å):
C 3.25214 -4.52844 -2.09849  -0.82
O 2.19232 -5.43969 -1.90584  -0.24
C 2.23771 -6.03803 -0.61578  -0.88
C 0.81661 -6.21020 -0.03922  -0.01
C -0.15024 -6.90734 -1.01117  -0.50
C -1.65643 -6.71421 -0.69547  -1.21
C -2.12395 -5.25418 -0.53857  0.15
C -2.11187 -4.54893 -1.96528  -1.04
C -0.69193 -3.84298 -2.24568  0.76
C -0.84351 -2.33077 -2.72949  -1.55
C -0.30919 -1.22050 -1.79564  0.57
C 1.00310 -1.31517 -1.17578  -0.77
C 1.48126 -0.21021 -0.31959  0.46
S 3.17466 -0.48123 0.40526  -0.23
C 0.66864 1.01182 -0.07734  0.28
C 1.21700 2.11862 0.80658  -1.71
C 2.12603 3.16694 0.09003  0.65
C 1.71157 3.48999 -1.36598  -1.16
C 3.63070 2.78157 0.08838  -0.93
C -0.65027 1.07599 -0.71012  0.89
C -1.15703 -0.03479 -1.55374  -1.14
N -2.42505 -0.03991 -2.18446  0.30
C -2.79886 1.23821 -2.72161  -1.26
C -3.48580 1.21608 -3.91949  -0.13
C -3.95703 2.35647 -4.56378  0.46
P -4.89620 2.10388 -6.11375  0.47
N -6.21553 2.93572 -6.24004  -0.80
C -3.67884 3.60572 -3.96853  -0.98
N -4.12161 4.78836 -4.62062  -0.15
C -3.32459 5.27367 -5.52359  0.87
C -2.10810 6.09498 -5.11322  -1.12
C -3.52414 5.08704 -7.00694  -1.55
C -2.99562 3.63892 -2.74889  1.09
P -2.68683 5.27228 -1.93918  -0.07
P -4.48713 6.48330 -2.07148  0.96
O -4.42457 7.41428 -3.20819  -0.65
O -5.84252 5.61250 -2.19586  -0.51
O -4.59522 7.38841 -0.71567  -0.53
C -2.56128 2.46857 -2.12628  0.28
S -1.71706 2.49018 -0.53740  -0.45
H 3.36841 -3.81627 -1.26331  0.32
H 3.01803 -3.93344 -2.99350  0.25
H 4.22402 -5.02341 -2.26570  0.30
H 2.79638 -6.98819 -0.63908  0.38
H 2.77187 -5.36518 0.07580  0.39
H 0.88782 -6.82213 0.87576  0.54
H 0.49146 -5.21454 0.28445  -0.23
H 0.03557 -7.99184 -1.04421  0.44
H 0.02963 -6.55269 -2.03731  0.23
H -2.20830 -7.11748 -1.55986  0.39
H -1.94500 -7.33664 0.16523  0.38
H -3.16440 -5.16864 -0.19070  0.48
H -1.50700 -4.63832 0.12699  -0.36
H -2.35030 -5.28489 -2.74444  0.31
H -2.93533 -3.82007 -1.96582  0.46
H -0.02332 -3.91313 -1.38709  -0.51
H -0.28163 -4.39363 -3.10100  0.35
H -0.24954 -2.24108 -3.65500  0.39
H -1.88523 -2.18993 -3.02219  0.41
H 1.64254 -2.17918 -1.33324  0.43
H 2.93194 -0.54305 1.73909  0.19
H 0.39541 2.59003 1.36137  0.61
H 1.84171 1.62168 1.56588  0.33
H 2.08004 4.08281 0.70347  0.53
H 2.08666 4.48979 -1.62842  0.46
H 0.62604 3.45047 -1.49960  0.05
H 2.22465 2.78292 -2.03316  0.32
H 3.77202 1.97650 -0.63935  0.21
H 4.23237 3.63061 -0.26806  0.52
H 3.90877 2.49347 1.10684  -0.26
H -3.13663 -0.40641 -1.55355  0.25
H -3.69727 0.24212 -4.36693  0.29
H -5.21694 0.71886 -6.13136  0.02
H -3.98375 2.28145 -7.17928  0.04
H -6.33011 3.54035 -5.43247  0.34
H -1.41246 5.47551 -4.52848  0.26
H -1.57973 6.44941 -6.00808  0.43
H -2.45854 6.93479 -4.49979  0.27
H -2.94449 4.19100 -7.28204  0.30
H -4.59514 4.93039 -7.20027  0.40
H -3.13750 5.91269 -7.61529  0.51
H -2.58962 4.97131 -0.55534  0.06
H -6.55296 6.14412 -2.58334  0.34
H -5.53592 7.51338 -0.52453  0.31
C -1.53863 -1.92138 2.36716  -0.86
C -1.30512 -3.00824 3.41660  -0.45
C -2.52713 -3.83984 3.72545  -0.40
C -3.71193 -3.09837 4.34804  -0.81
C -3.40844 -2.38331 5.66395  -0.43
C -2.98461 -3.33027 6.78249  -1.20
H -2.27891 -1.20737 2.73390  0.38
H -0.62975 -1.36564 2.12605  0.21
H -1.88908 -2.34243 1.42081  0.12
H -0.90753 -2.56607 4.33482  0.43
H -0.52674 -3.67581 3.03302  0.26
H -2.23741 -4.66267 4.38584  0.37
H -2.86687 -4.29902 2.79028  0.08
H -4.52053 -3.81778 4.51271  0.42
H -4.10322 -2.36883 3.63250  0.32
H -4.30799 -1.84907 5.98202  0.39
H -2.63754 -1.62194 5.51570  0.24
H -3.76158 -4.07205 6.97943  0.29
H -2.81016 -2.77448 7.70543  0.38
H -2.06116 -3.85754 6.53748  0.28
C 6.31016 1.45105 2.21408  -1.16
C 5.52802 1.68719 3.50247  0.17
C 6.03492 2.88241 4.30822  -0.84
C 7.47454 2.75958 4.81129  -0.74
C 7.75272 1.53775 5.68572  -0.35
C 6.94661 1.52535 6.98089  -1.20
H 7.35800 1.22154 2.41419  0.44
H 5.88660 0.60686 1.66543  0.23
H 6.26652 2.32890 1.56668  0.25
H 5.54461 0.77991 4.11322  0.32
H 4.47829 1.86423 3.24674  -0.02
H 5.36460 3.04406 5.15766  0.33
H 5.95955 3.78409 3.69172  0.36
H 7.72034 3.66429 5.37673  0.39
H 8.15933 2.74599 3.95838  0.30
H 8.81676 1.52865 5.93760  0.39
H 7.56346 0.61720 5.12673  0.24
H 7.15615 2.41541 7.57801  0.30
H 7.20451 0.65089 7.58083  0.38
H 5.87314 1.48628 6.78849  0.28

Cartesian forces (eV/Å) of the 6 atoms listed first:
0.165 0.405 -0.539
0.213 0.167 0.527
-0.236 0.021 0.589
0.428 -0.550 -0.203
-0.457 0.356 -0.208
0.022 -0.018 0.170

Results
HOMO = -8.0 eV
SMILES string = COCCCCCCCCc1cc(S)c(CC(C)C)c2c1Nc1cc([PH2]=N)c(N=C(C)C)c(PP(=O)(O)O)c1S2.CCCCCC.CCCCCC
DFT total energy = -104843.3016 eV
multiplicity = 1
HOMO-LUMO gap = 8.1 eV
LUMO = 0.09 eV
strongest force on any atom = 0.074 hartree/bohr
M = 816.1 g/mol



No. 3
Formula: C5H26N2O7
Source: the OMol25 dataset
Level of theory: wB97M-V/def2-TZVPD

Each line ends with the Mulliken charge.
Cartesian coordinates (Å):
C -1.00907 3.42912 0.60606  -0.90
N 0.08016 2.44759 0.68539  -0.32
C -0.14087 1.31276 -0.24188  -0.80
C 1.03590 0.31897 -0.13096  0.32
C 1.98483 0.50435 -1.32442  -1.54
N 0.48103 -1.05185 -0.05563  0.17
C 1.20890 -1.98087 0.76707  -0.45
O 2.48234 -2.35549 0.25022  -0.59
H -0.81184 4.28040 1.25266  0.34
H -1.93509 2.94548 0.99250  0.26
H -1.19127 3.82624 -0.39075  0.34
H 0.96420 2.89572 0.46364  0.26
H -0.27689 1.63855 -1.29390  0.31
H -1.08140 0.84370 0.07253  0.32
H 1.61711 0.48037 0.79940  0.30
H 2.82264 -0.18764 -1.33125  0.36
H 1.43007 0.30381 -2.25113  0.31
H 2.34665 1.49451 -1.37809  0.43
H 0.29428 -1.40459 -1.01202  0.01
H 0.67819 -2.96491 0.79410  0.29
H 1.34314 -1.57682 1.80611  0.39
H 3.16232 -1.68065 0.37307  0.33
O -0.52086 -1.48594 -2.90596  -0.64
H -0.60422 -2.10673 -3.63102  0.31
H -1.40991 -1.43897 -2.49664  0.33
O -2.37755 -1.46464 0.85422  -0.85
H -2.52448 -0.73436 1.45846  0.41
H -1.41583 -1.45808 0.67203  0.40
O -2.35348 0.69408 2.53202  -0.76
H -1.60187 1.20140 2.13046  0.42
H -1.97813 0.45105 3.40820  0.31
O 0.38492 1.11706 3.36711  -0.65
H 0.38106 1.68037 2.57709  0.36
H 1.26785 1.24513 3.69280  0.29
O -2.97186 -1.52551 -1.74941  -0.75
H -2.79388 -1.53639 -0.74856  0.40
H -3.61484 -0.84567 -1.89703  0.28
O 2.51762 -2.56111 -2.48509  -0.70
H 1.65398 -2.20926 -2.72638  0.28
H 2.47615 -2.54115 -1.50502  0.43

Cartesian forces (eV/Å) of the 6 atoms listed first:
-0.392 -0.366 0.613
-0.300 0.044 -0.279
0.299 0.410 0.551
-0.110 -0.500 -0.304
-0.804 -1.229 -0.221
0.050 -0.102 -0.060

Results
HOMO = -9.6 eV
SMILES string = CNC[C@H](C)NCO.O.O.O.O.O.O
DFT total energy = -22920.2147 eV
multiplicity = 1
energy above the lowest of the compared OMol25 structures with the same formula, charge and spin = 0.510 eV
HOMO-LUMO gap = 9.9 eV
LUMO = 0.29 eV
strongest force on any atom = 0.029 hartree/bohr
M = 226.3 g/mol



No. 4
Formula: F3HN2O2S
Source: the OMol25 dataset
Level of theory: wB97M-V/def2-TZVPD

Each line ends with the Mulliken charge.
Cartesian coordinates (Å):
N 1.71335 0.20522 0.18588  -0.03
N -1.93259 0.66175 -0.12468  0.61
O -0.86005 0.13980 -0.02981  -0.36
O 1.89771 -1.80000 -1.20144  -0.38
F 1.92345 0.95255 1.36709  -0.20
F -2.74764 0.46775 1.03964  -0.17
F -2.75863 -0.07368 -1.17697  -0.23
S 1.76828 -1.42917 0.16913  0.41
H 0.99612 0.87578 -0.22883  0.35

Cartesian forces (eV/Å) of the 6 atoms listed first:
-0.676 3.949 -0.713
0.199 -2.421 -0.428
-1.343 1.015 0.049
0.313 -0.504 -2.336
0.483 -1.198 0.268
0.254 0.283 -0.528

Results
HOMO (spin up / spin down) = -11.2 / -8.6 eV
DFT total energy = -26069.0974 eV
multiplicity = 1
energy above the lowest of the compared OMol25 structures with the same formula, charge and spin = 3.154 eV
HOMO-LUMO gap (spin up / spin down) = 9.8 / 4.7 eV
LUMO (spin up / spin down) = -1.38 / -3.91 eV
strongest force on any atom = 0.079 hartree/bohr
M = 150.1 g/mol



The lowest strongest force on any atom belongs to which entry? C5H26N2O7